# 1
Molecular formula: C26H26IrN2O2Te
Method: DFT, ωB97M-V/def2-TZVPD

Element x y z (Å)
1 Ir 0.473 -0.070 -0.060
2 C 0.773 -4.048 1.792
3 C 0.664 -4.714 3.038
4 C -3.250 -3.357 -0.381
5 C 3.334 0.803 -0.202
6 H 1.870 -4.605 -1.374
7 N -0.629 -0.738 2.720
8 C 4.788 0.405 -0.127
9 H 0.984 -5.745 3.113
10 C -1.699 2.938 1.598
11 H 2.246 5.989 -0.969
12 H 5.027 2.819 -0.383
13 H 0.387 4.371 -0.859
14 N 0.582 -2.055 0.408
15 H -2.161 3.926 1.611
16 C 0.379 -2.700 1.629
17 C -3.704 -1.011 0.989
18 H 0.070 -4.523 5.075
19 C -1.581 -0.012 -0.014
20 H 4.606 5.192 -0.724
21 H -0.709 -2.210 4.827
22 H -0.614 3.014 1.601
23 C -4.300 2.048 0.215
24 C 1.095 -2.754 -0.595
25 H 1.215 -2.204 -1.517
26 H -5.053 -4.102 0.552
27 H -2.040 2.333 2.437
28 C 1.615 2.647 -0.545
29 C -4.376 -3.265 0.436
30 C -0.201 -2.014 2.773
31 O 0.556 1.917 -0.507
32 C 0.160 -4.035 4.111
33 H -0.860 -0.334 1.800
34 H -5.430 -1.977 1.791
35 O 2.517 -0.124 -0.058
36 H 5.273 0.844 0.749
37 C 1.464 -4.107 -0.504
38 H -1.540 -2.371 -1.205
39 C -2.385 -2.291 -0.533
40 H -4.855 1.341 -0.398
41 C 1.311 -4.745 0.685
42 H -3.054 -4.277 -0.923
43 H 4.830 -0.679 -0.043
44 H -3.847 -0.134 1.607
45 C 2.452 4.936 -0.812
46 C 3.780 4.495 -0.677
47 H -4.594 3.068 -0.031
48 C 2.968 2.197 -0.414
49 H 1.597 -5.783 0.810
50 H 5.347 0.721 -1.009
51 H -4.494 1.848 1.264
52 Te -2.212 1.901 -0.231
53 C 4.004 3.155 -0.487
54 C -0.268 -2.714 3.974
55 C 1.416 4.048 -0.750
56 C -4.584 -2.071 1.117
57 C -2.572 -1.056 0.138
58 H -0.924 -0.344 3.595

Properties
strongest force on any atom = 0.48 eV Å⁻¹
energy relative to the best compared isomer or geometry (same formula, charge and spin) = 2.1155 eV
E = -1638.63975 Eh
total charge = -1
frontier orbital gap (alpha / beta) = 4.129 / 4.129 eV

=====

# 2
Molecular formula: C26H26IrN6O2SSe
Method: DFT, ωB97M-V/def2-TZVPD

Element x y z (Å)
1 C -1.700 5.246 -0.190
2 N -0.960 1.687 -0.151
3 H 1.214 4.583 2.601
4 H -1.512 7.373 -0.234
5 H -6.472 -1.801 0.723
6 C 0.052 5.247 -2.344
7 H 1.276 -6.580 -0.016
8 C -3.486 -3.279 0.130
9 C -5.753 -2.587 0.548
10 C 0.731 -5.972 -0.735
11 H 0.397 3.583 0.789
12 H -0.143 3.123 -2.331
13 H 3.786 4.591 0.944
14 H 0.045 7.378 -2.143
15 H -5.575 -5.949 0.217
16 C 3.502 -1.936 -0.472
17 H -1.374 0.758 -0.207
18 H 5.595 -4.514 -1.076
19 C 2.710 4.441 1.024
20 Se 0.570 -1.758 2.570
21 S 1.344 0.473 -0.632
22 C 2.279 -3.932 -0.602
23 C -0.425 4.048 -1.850
24 C -4.423 -2.267 0.366
25 H 2.796 4.034 3.147
26 H 3.428 -5.717 -0.930
27 H -7.212 -4.152 0.637
28 C 0.390 1.756 -0.052
29 H 3.495 -0.867 -0.313
30 N 1.919 0.848 2.731
31 C -1.294 4.039 -0.757
32 H -0.336 -6.139 -0.620
33 O -3.033 2.571 -0.042
34 C -1.204 6.441 -0.680
35 C -2.081 -2.972 -0.061
36 C 1.402 -0.179 2.642
37 N 2.320 -2.547 -0.444
38 N 0.974 2.827 0.440
39 C -6.170 -3.909 0.498
40 N 0.000 -3.650 -0.289
41 C -5.247 -4.921 0.266
42 H -4.100 -1.237 0.397
43 H 2.544 5.730 2.737
44 C 4.692 -2.590 -0.700
45 H 2.865 2.823 -0.407
46 Ir 0.487 -1.757 -0.215
47 H 1.038 -6.289 -1.733
48 N -1.252 -3.999 -0.217
49 C 1.020 -4.530 -0.539
50 C 4.676 -3.985 -0.889
51 H 2.784 2.292 1.291
52 H 5.614 -2.035 -0.721
53 C -1.872 2.764 -0.267
54 H -2.397 5.233 0.634
55 C 3.484 -4.648 -0.821
56 H -3.192 -5.394 -0.091
57 C -3.914 -4.615 0.090
58 C 2.404 3.020 0.565
59 C 2.287 4.709 2.464
60 C -0.329 6.443 -1.755
61 O -1.603 -1.761 -0.075
62 H 0.710 5.254 -3.201
63 H 2.226 5.155 0.352

Properties
strongest force on any atom = 4.42 eV Å⁻¹
E = -4389.14983 Eh
total charge = +1
frontier orbital gap (alpha / beta) = 5.600 / 5.599 eV